One molecule with the formula C4H9N2OP at a distorted geometry. Source: OMol25; level of theory: ωB97M-V/def2-TZVPD.

Properties
max |F| = 6.0 eV Å⁻¹
HOMO = -9.474 eV
energy relative to the best compared isomer or geometry (same formula, charge and spin) = 249.6 kJ/mol
gap between HOMO and LUMO = 9.3 eV
LUMO = -0.1 eV

Cartesian coordinates (Å):
C (-1.018, 0.468, 0.332)
C (-1.752, 0.370, -0.977)
C (0.727, -0.814, 1.580)
C (0.341, -0.161, 0.264)
N (1.486, -1.717, -0.823)
N (0.704, -0.697, -0.907)
O (-1.518, 0.819, 1.430)
P (1.387, 1.565, 0.075)
H (-1.864, -0.694, -1.109)
H (-2.765, 0.650, -0.907)
H (-1.297, 0.647, -1.876)
H (1.657, -1.342, 1.411)
H (-0.120, -1.484, 1.738)
H (0.717, -0.064, 2.349)
H (1.765, -2.046, -1.810)
H (0.969, 1.977, -1.262)
H (0.581, 2.522, 0.490)